This record from the Open Molecules 2025 dataset describes a 2-piece molecular cluster, C8H20NOPS overall. The level of theory is the ωB97M-V functional and the def2-TZVPD basis.

The geometry in XYZ format:
```
32
C8H20NOPS | the Open Molecules 2025 dataset | the ωB97M-V functional and the def2-TZVPD basis
C 1.3137 1.5475 0.2283
C 0.0989 2.5693 -1.7207
C -0.7537 2.7378 0.6439
C -1.3944 -2.4286 -1.0550
C 0.9722 -2.1043 -0.3732
C -0.7227 -3.1051 1.2847
C -0.0041 1.9403 -0.3657
C -0.4879 -2.1074 0.0712
N -0.9854 0.6563 -0.5395
O -2.5793 -0.5626 1.0823
P -1.1208 -0.4249 0.7308
S 2.4745 0.0803 3.0166
H 1.1403 1.2830 1.2729
H 1.8810 0.7302 -0.3432
H 1.8951 2.4149 0.3069
H -0.7099 3.1691 -2.0264
H 0.1332 1.7106 -2.3959
H 0.9751 3.2302 -1.7586
H -1.7368 3.0597 0.1975
H -1.0032 2.2257 1.5701
H -0.4248 3.6657 0.9597
H -1.4531 -3.4891 -1.0637
H -2.4441 -2.2704 -0.8894
H -0.9773 -2.1805 -2.0717
H 1.3633 -1.3924 0.3497
H 1.0822 -1.8534 -1.4757
H 1.2442 -3.1191 -0.1691
H -1.1493 -4.0243 0.9808
H 0.2441 -3.1866 1.6670
H -1.1566 -2.7564 2.2015
H -1.8965 1.0785 -0.5673
H 1.3254 0.4708 3.7373
```

Computed properties:
HOMO (spin up / spin down) = -9.63 / -7.67 eV
energy above the lowest of the compared OMol25 structures with the same formula, charge and spin = 3.92 kcal/mol
maximum force = 3.1 eV Å⁻¹
LUMO energy (spin up / spin down) = -0.9 / -2.7 eV

Here are the natural (NBO) charges for atoms 1 to 6, given in e: atom 1 (C): -0.646, atom 2 (C): -0.629, atom 3 (C): -0.637, atom 4 (C): -0.645, atom 5 (C): -0.635, atom 6 (C): -0.625